No. 1
{
  "formula": "C39H30N12O2SSn",
  "method": "wB97M-V/def2-TZVPD",
  "largest_force_ev_per_a": 4.3,
  "total_charge": 2,
  "orbital_gap_ev": 5.5141,
  "e_homo_ev": -12.701,
  "e_tot_ha": -2923.60846,
  "elements": ["H", "H", "C", "H", "C", "N", "C", "H", "Sn", "N", "H", "H", "H", "C", "N", "H", "H", "C", "H", "C", "C", "C", "C", "H", "H", "H", "C", "H", "H", "C", "H", "N", "C", "C", "H", "C", "H", "C", "C", "H", "C", "C", "H", "C", "C", "N", "H", "C", "C", "C", "H", "H", "C", "O", "C", "H", "H", "C", "H", "H", "N", "C", "N", "C", "C", "O", "C", "C", "C", "N", "H", "H", "C", "N", "N", "N", "C", "S", "H", "N", "C", "C", "C", "C", "C"],
  "coordinates": [[2.4517, -3.2735, 0.5621], [-1.7944, -5.2325, -0.8272], [2.8893, 3.1494, -3.4005], [4.7528, 4.2454, 2.6701], [-1.9447, 1.8111, 4.9220], [-8.3854, -4.6821, 1.8328], [-0.7949, 3.2082, -1.2306], [0.1131, 0.9889, 4.7326], [0.7484, -0.9665, 2.1965], [-0.3412, -0.9436, -0.9643], [-7.8417, -5.9417, 3.3900], [-1.2911, 3.0862, 0.8176], [-6.1610, -2.7148, 0.1344], [0.1388, -1.1427, -3.2983], [-3.1261, 1.6930, 4.4050], [4.3846, 2.3488, 5.0187], [4.7153, 2.8756, -2.5123], [-5.6022, -3.9159, 1.8299], [7.8118, 2.3125, -5.8209], [-2.4727, -0.3264, 3.3128], [-0.2925, 0.4136, -1.1077], [-2.7579, -1.4931, 2.4884], [-7.8837, -3.8238, 0.8812], [3.7739, 4.8490, 3.9650], [-8.6267, -3.4209, 0.2408], [3.0553, 4.8134, 2.2834], [-6.5527, -3.3977, 0.8795], [1.9090, 2.9784, -6.6378], [2.4251, -4.9442, -1.0423], [-6.1321, -4.7695, 2.7912], [2.4498, 3.1548, -2.3790], [2.8274, 2.3189, -0.4659], [-0.1779, 1.0071, -2.3637], [-1.9808, -3.1345, 1.0760], [0.1733, 0.5776, -4.4718], [2.2073, 2.3467, 2.6121], [-0.0307, -2.8337, -1.8845], [-0.1246, -1.7269, -1.9916], [-4.2546, -3.2866, 1.8247], [-1.6746, 2.5447, 5.7218], [1.4565, -3.6991, 0.2783], [2.7075, 1.2028, -0.1993], [0.3432, -1.7672, -4.1262], [-4.1042, -2.0668, 2.4478], [0.0145, 0.2104, -3.4360], [-1.7437, -2.0373, 1.8083], [-5.4564, -5.2099, 3.5418], [3.9655, 2.8603, -5.9084], [-0.8425, -4.7751, -0.5454], [4.8430, 2.8996, -4.7718], [6.2753, 1.7648, -6.5701], [-4.9691, -1.6623, 2.9820], [-3.1968, -3.8432, 1.0989], [-0.3067, 0.7341, 1.2458], [3.6771, 2.0989, 4.2355], [-3.2885, -4.8013, 0.5762], [1.6752, 2.8144, 1.8292], [6.7503, 2.6142, -6.0531], [-4.3978, 0.7467, 3.0352], [2.9281, -0.0132, 4.5938], [0.3913, -3.2588, 0.9465], [-3.3884, 0.6953, 3.4961], [2.0991, 1.0773, 2.9972], [2.9905, 0.9187, 4.0260], [-0.7818, -3.7237, 0.4378], [6.1332, 2.7617, -4.7559], [-0.3022, 2.5047, -2.4142], [2.6564, 3.0115, -5.8189], [3.7048, 4.3675, 2.9854], [0.1042, 3.1920, -3.4107], [-1.2256, 4.2228, -1.2164], [4.3976, 2.6568, -6.9534], [-0.4802, 1.1642, 0.1353], [0.7081, 3.0139, -4.5089], [-1.2195, -0.1290, 3.6940], [0.2990, -5.2210, -1.0452], [4.2275, 2.9987, -3.4659], [2.7381, -0.4047, 0.1241], [6.7232, 3.5667, -6.7056], [3.1900, 2.9882, 3.3097], [1.4471, -4.6984, -0.6903], [2.0259, 3.1096, -4.5563], [-0.9612, 0.9086, 4.4575], [-7.4830, -5.1190, 2.7244], [-0.9071, 2.5728, -0.0447]],
  "forces_ev_per_a": [[-0.940, -0.363, -0.051], [0.484, 0.177, -0.187], [-1.164, -0.251, 1.239], [-0.577, 0.195, -0.445], [1.576, -0.854, 0.291], [1.857, 0.733, -0.594], [-1.382, -0.115, 1.320], [-0.895, 0.295, -0.071], [0.529, -0.297, 0.301], [0.336, 0.672, 0.648], [0.201, 1.044, -0.328], [-0.011, 0.113, 0.276], [-0.335, 0.066, -0.091], [-0.986, -0.902, 2.628], [-1.629, -0.135, -1.346], [-0.050, 0.071, -0.413], [0.703, 0.166, -0.189], [-2.404, 0.902, -0.591], [-1.174, 0.580, -0.374], [-0.821, 1.163, -1.151], [-0.465, -2.398, -0.672], [-2.208, -1.680, -0.662], [0.549, -0.628, 2.289], [-0.370, 0.536, -0.424], [-0.322, 0.273, -0.796], [-0.469, 0.621, -0.640], [0.716, -0.880, 0.417], [1.102, -0.025, 0.092], [0.088, -0.840, -0.836], [1.106, -0.070, -0.183], [0.312, 0.146, -0.841], [-0.382, 1.302, -0.218], [-0.433, 2.084, 2.390], [-0.393, -1.159, 0.529], [-0.298, 0.183, 0.925], [1.355, -0.619, 0.977], [-0.404, 1.148, 0.149], [1.012, 0.636, -2.179], [-0.322, -0.612, -0.634], [-0.645, -0.514, -0.919], [1.591, 0.484, 1.063], [0.450, -0.728, 0.090], [0.182, -0.523, -0.698], [2.179, 0.668, 0.510], [1.041, -0.788, -3.019], [-0.819, 0.469, 0.253], [-0.618, 0.195, -0.257], [3.252, -0.437, -2.851], [0.906, 1.663, 1.724], [-1.143, -0.303, 1.777], [0.239, 0.430, 0.092], [0.579, 0.118, -0.082], [0.774, 0.759, 0.030], [0.009, -0.568, 1.462], [-0.318, -0.787, 0.175], [-0.115, 0.483, 0.329], [-0.351, 0.322, -0.625], [1.743, -0.054, -0.927], [0.888, -0.271, 0.357], [0.617, 0.473, -0.130], [-0.611, -0.944, -2.489], [-0.562, 0.895, 1.688], [-0.565, 1.026, -0.007], [-0.181, 0.165, 0.344], [0.061, -0.727, 0.180], [-0.547, 0.429, -1.153], [0.631, -0.400, -0.653], [-2.988, -0.220, -0.361], [1.224, -2.268, 2.247], [-0.051, 0.153, 0.519], [0.764, -0.394, -0.755], [-0.608, 0.570, 1.851], [-0.332, 2.173, -2.056], [0.046, 0.205, 0.200], [0.470, 0.167, 0.646], [-0.513, -1.447, -1.226], [-0.489, 0.036, -0.790], [-0.258, -0.886, 0.110], [-0.081, -1.434, 1.338], [-0.654, 0.202, -0.858], [-0.590, 1.645, 1.398], [0.640, 0.125, 0.866], [1.728, 0.156, 0.859], [-0.834, -1.324, 0.016], [0.364, -0.271, -0.826]],
  "mulliken_charge": [0.408, 0.337, -0.013, 0.337, -0.562, -0.545, -0.821, 0.427, 0.822, 0.209, 0.335, 0.586, 0.413, -1.270, -0.526, 0.420, 0.495, -0.474, 0.254, 0.413, -0.105, -0.165, -0.450, 0.370, 0.420, 0.291, -0.358, 0.444, 0.397, -0.172, 0.466, -0.703, 1.285, 0.334, 0.458, -0.804, 0.227, 0.104, 0.616, 0.369, 0.059, 0.633, 0.548, -0.601, -0.497, 0.358, 0.392, -0.301, -0.398, 1.024, 0.380, 0.519, -0.432, 0.656, -0.563, 0.346, 0.551, -0.813, 0.436, 0.440, -0.118, -0.422, 0.435, -0.690, 0.239, -0.311, 0.142, -0.668, -0.909, 0.109, 0.449, 0.260, -0.158, -0.779, -0.118, -0.532, -0.764, -0.462, 0.341, 0.100, -0.549, 0.358, 0.104, -0.338, -0.728]
}


No. 2
{
  "formula": "C39H31ClKN9O6S3",
  "method": "wB97M-V/def2-TZVPD",
  "largest_force_ev_per_a": 2.4,
  "total_charge": -2,
  "orbital_gap_ev": 5.6405,
  "e_homo_ev": -1.834,
  "e_tot_ha": -4703.89316,
  "elements": ["H", "C", "C", "O", "O", "H", "H", "H", "C", "C", "H", "C", "H", "C", "H", "N", "C", "H", "S", "C", "C", "C", "H", "C", "H", "N", "N", "H", "N", "C", "S", "C", "H", "H", "H", "H", "C", "O", "N", "H", "C", "C", "C", "H", "H", "C", "C", "S", "O", "C", "K", "C", "C", "H", "H", "C", "C", "H", "N", "H", "N", "C", "C", "H", "C", "C", "C", "C", "C", "H", "H", "C", "H", "C", "N", "H", "H", "H", "C", "O", "C", "H", "H", "Cl", "C", "C", "C", "O", "N", "C"],
  "coordinates": [[2.4730, 0.2639, -1.1555], [2.2729, 3.1784, 0.5270], [-0.8988, 5.5421, -0.5884], [-1.2494, -6.6778, 0.2690], [-3.6347, 3.2469, -1.6151], [-6.1912, -2.5082, 2.9631], [1.9142, -2.2046, 0.2214], [1.7113, 3.6402, 1.3298], [3.2264, 3.8951, -0.1666], [-3.4575, 2.3530, -0.7875], [3.0300, -3.3700, -0.3345], [3.1866, -5.2576, 2.6645], [2.0682, -1.9654, -5.2130], [0.2431, 3.5183, -2.1241], [3.3799, 0.5848, 4.6390], [-3.2594, 0.8192, -3.4727], [3.6577, 2.0016, -1.5596], [-3.6677, 1.6222, -3.9270], [-0.2545, -5.7535, -0.2254], [2.4451, 0.4492, 4.1044], [-1.2768, 4.2021, -0.3866], [0.5853, 4.8388, -2.3278], [0.8368, 0.1573, -5.8412], [2.3138, 0.9044, 2.8331], [4.7085, 3.8696, -1.7272], [-2.0991, -0.6764, 2.7854], [-1.1619, -0.0807, 2.1150], [2.0961, -7.7760, 0.6616], [-3.1600, -1.4280, 0.8324], [0.0303, 5.8495, -1.5627], [-1.3928, 1.0821, -5.4289], [3.9432, 3.3113, -1.2012], [3.9646, -5.0499, 3.3858], [-3.4795, 0.8062, -2.4304], [0.3191, 6.8768, -1.7337], [-0.6365, -0.8903, 4.5187], [1.0073, -1.3221, -3.3977], [0.2836, -2.4447, 1.1819], [2.5813, -2.4811, -0.4981], [-1.2780, 6.4350, 1.3092], [-0.6827, 3.2002, -1.1501], [2.1219, -2.2636, -1.7473], [0.2060, -0.3850, 4.0682], [3.4261, 4.9236, 0.1116], [-4.2842, -1.2972, 4.0041], [0.0011, 0.0958, 2.7502], [-1.5277, 6.6050, 0.2617], [3.0530, -2.8365, -3.1437], [0.1377, -5.9630, -1.6000], [-5.3382, -2.2000, 2.3671], [-0.9391, -1.1708, -0.3073], [1.2772, -4.5831, 1.4243], [1.3748, -0.2118, 4.7437], [-0.9362, 2.1651, -0.9954], [-2.6116, 6.5480, 0.1697], [-2.8429, 2.7303, 0.6002], [-3.1802, -1.1636, 2.1483], [0.7001, 2.7357, -2.7079], [1.1216, -1.5258, -2.0543], [-4.1161, -2.1906, -0.7768], [-1.1914, -0.2538, -3.2207], [1.9957, 1.8411, 0.1952], [-5.2960, -2.4705, 1.0017], [-2.1708, 1.9242, 0.9141], [2.1368, -6.8069, 1.1350], [-2.0206, 0.5174, -3.8335], [2.6990, 1.2805, -0.8805], [1.0978, 0.7542, 2.0726], [-0.0430, -0.4707, -3.9225], [4.1969, 1.5339, -2.3760], [3.1468, 1.3897, 2.3391], [1.2112, -5.8316, 0.8408], [-1.1885, 7.5966, -0.0336], [1.9554, -1.9503, -4.1486], [1.0216, 1.1267, 0.8276], [3.8666, -7.2551, 2.3183], [2.2899, -3.2928, 2.8011], [-3.6457, 2.8320, 1.3364], [-4.2892, -1.5336, 2.9489], [-3.7058, 1.1312, -0.9280], [-4.1848, -2.0429, 0.2918], [-6.1030, -2.9928, 0.5108], [1.4926, -0.5757, 5.7576], [1.7420, 5.2517, -3.5502], [2.2609, -4.2748, 2.3508], [0.2277, -3.6421, 0.8855], [3.1300, -6.5061, 2.0608], [-2.1942, 3.9914, 0.5777], [-0.6151, -4.2045, 0.0545], [0.0363, 0.1589, -5.1293]],
  "forces_ev_per_a": [[-0.028, -0.100, -0.042], [-0.106, -0.209, 0.080], [-0.160, -0.201, 0.229], [0.110, 0.302, 0.201], [-0.187, 0.477, -0.233], [0.030, 0.011, -0.014], [0.149, -0.025, 0.116], [-0.042, 0.004, 0.011], [0.212, 0.139, 0.049], [0.036, 0.370, 0.532], [-0.016, 0.103, 0.036], [0.076, 0.065, 0.120], [-0.113, -0.026, -0.242], [0.028, 0.153, -0.066], [0.050, 0.010, -0.069], [-0.641, 0.143, 0.324], [0.216, 0.117, -0.110], [0.068, 0.010, 0.097], [0.170, -0.623, -0.305], [0.185, 0.247, -0.367], [0.502, 0.228, -0.366], [-0.148, -0.098, 0.170], [0.258, -0.014, -0.021], [0.543, 0.137, 0.372], [-0.069, 0.036, -0.032], [1.865, 1.022, 1.056], [-1.533, -0.831, -0.102], [-0.023, -0.119, -0.037], [-0.065, 0.263, 0.852], [0.022, -0.177, -0.024], [-0.137, -0.271, 0.661], [0.103, 0.061, -0.120], [0.061, 0.013, 0.054], [-0.038, 0.070, -0.218], [0.027, 0.091, -0.007], [0.057, -0.033, 0.066], [0.802, -0.545, -0.556], [0.584, -0.473, 1.138], [0.106, -0.124, 0.509], [-0.065, 0.083, 0.102], [-0.235, 0.124, 0.191], [1.008, -0.454, -0.978], [-0.039, 0.012, 0.275], [-0.033, 0.039, -0.017], [0.110, -0.002, 0.004], [0.464, 0.225, 0.772], [-0.008, -0.152, -0.064], [-0.468, 0.378, 0.291], [0.134, 0.173, 0.150], [-0.088, 0.014, -0.179], [-0.346, 1.312, -1.713], [0.236, -0.110, 0.215], [-0.390, -0.308, 0.345], [-0.023, -0.143, 0.062], [-0.089, 0.068, 0.074], [-0.205, -0.359, -0.514], [-1.116, -0.579, -0.803], [0.074, -0.098, -0.096], [-0.474, 0.290, 0.562], [-0.080, -0.149, -0.190], [0.041, -0.517, 1.116], [0.681, 0.500, -0.262], [-0.076, -0.002, 0.003], [0.019, 0.142, 0.020], [-0.028, -0.265, -0.087], [0.289, 0.377, -1.559], [-0.188, -0.064, 0.252], [0.044, 0.087, -0.487], [-0.001, 0.638, -1.113], [-0.010, -0.008, -0.016], [-0.017, -0.020, 0.047], [-0.576, 0.639, -0.067], [0.029, 0.057, -0.010], [-0.072, -0.020, 0.175], [-1.143, -0.615, -0.009], [0.040, -0.054, -0.016], [-0.013, 0.122, 0.028], [0.096, -0.087, -0.099], [0.283, 0.201, -0.095], [-0.073, -0.741, 0.397], [-0.640, -0.169, -0.131], [-0.024, -0.037, -0.087], [-0.038, -0.047, -0.006], [0.346, 0.127, -0.387], [-0.159, -0.004, -0.157], [0.776, -0.137, 0.682], [-0.040, -0.094, -0.088], [-0.052, 0.172, 0.200], [-0.680, -0.708, -0.647], [-0.135, -0.038, 0.171]],
  "mulliken_charge": [0.480, 0.226, 1.247, -0.740, -0.748, 0.353, -0.240, 0.497, -0.736, 0.704, 0.356, -0.631, 0.491, -1.478, 0.375, -0.403, -0.387, 0.282, 1.151, -0.606, 0.118, -0.072, 0.427, -0.967, 0.343, -1.184, 0.785, 0.422, 0.270, -0.970, -0.330, -0.668, 0.412, 0.205, 0.353, 0.462, -0.733, -0.044, -0.050, 0.303, 1.150, 0.213, -0.570, 0.367, 0.454, 0.400, -1.657, -0.386, -0.704, -0.219, 1.193, 0.104, -0.973, 0.150, 0.298, -0.313, -0.229, 0.759, 0.600, 0.464, -0.287, -1.100, -0.921, 0.053, -0.528, 0.468, -0.309, 0.793, 0.173, 0.394, 0.403, -0.042, 0.398, -0.398, 0.932, 0.366, 0.520, 0.419, -0.754, -0.731, -0.492, 0.397, 0.354, -0.332, -0.384, 0.040, -0.443, -0.526, -0.214, -0.623]
}


Number 2 is which compound? C39H31ClKN9O6S3